58
Properties=species:S:1:pos:R:3:forces:R:3:nbo_charge:R:1 method="wB97M-V/def2-TZVPD" homo_ev=-8.75 largest_force_ev_per_a=0.746 gap_ev=9.305 total_energy_ev=-38997.447 charge=0
O -1.563822 1.780878 -3.610488 -0.13 -0.16 -0.19 -0.623
C -0.887685 1.930836 -2.611279 0.10 0.10 0.18 0.668
N 0.293933 2.596360 -2.617357 0.33 0.14 0.17 -0.616
H 0.865221 2.591420 -1.789038 -0.16 -0.08 0.00 0.393
C 0.876393 3.111830 -3.833133 0.05 -0.04 -0.39 -0.225
C 1.994336 2.223308 -4.386641 0.00 0.22 0.29 -0.411
H 2.250245 2.586690 -5.381714 0.00 -0.01 -0.08 0.203
H 1.628939 1.200425 -4.482136 -0.01 -0.03 -0.05 0.219
C 3.234044 2.223691 -3.491649 -0.19 -0.13 -0.25 -0.210
N 4.217940 1.251229 -3.933818 0.05 0.04 0.14 -0.439
C 5.180905 0.927048 -2.894343 0.20 -0.25 -0.13 -0.248
C 6.103901 -0.183673 -3.395568 -0.15 0.07 0.38 -0.073
O 6.787093 0.203256 -4.563214 0.16 0.06 -0.02 -0.521
C 5.868543 0.545509 -5.573568 -0.21 0.25 -0.21 -0.072
H 6.461511 0.856104 -6.435421 -0.09 -0.03 0.01 0.194
C 4.935416 1.670489 -5.126349 0.15 -0.27 -0.11 -0.255
H 4.222431 1.877581 -5.924401 0.04 0.04 -0.04 0.206
H 5.531016 2.581980 -4.934501 -0.05 -0.02 -0.03 0.167
H 5.263716 -0.334034 -5.840851 0.04 0.07 -0.02 0.167
H 6.869349 -0.414008 -2.652515 -0.09 -0.02 -0.01 0.193
H 5.502645 -1.083339 -3.595816 0.05 0.05 0.05 0.166
H 4.645666 0.577465 -2.008631 0.03 0.02 0.01 0.203
H 5.791223 1.805893 -2.617491 -0.03 -0.04 0.03 0.166
H 3.659940 3.243070 -3.444198 -0.01 -0.03 0.07 0.163
H 2.939159 1.936204 -2.478529 0.03 0.05 0.02 0.186
H 1.257763 4.120807 -3.645639 -0.07 -0.02 -0.06 0.190
H 0.062402 3.164473 -4.559863 0.14 0.12 0.10 0.241
C -1.303976 1.399825 -1.280221 -0.18 -0.10 0.17 -0.184
C -2.109154 0.263428 -1.259536 0.08 0.12 -0.02 -0.139
C -2.533317 -0.276049 -0.064565 0.05 0.07 0.08 -0.246
C -2.171935 0.322227 1.142286 0.21 0.30 -0.24 0.164
C -1.389333 1.473478 1.129247 0.02 0.02 0.25 -0.258
C -0.960671 2.001766 -0.073619 -0.08 -0.18 -0.28 -0.127
H -0.379653 2.912488 -0.059922 0.05 0.08 0.00 0.205
H -1.126569 1.947806 2.059816 0.00 0.01 0.02 0.254
N -2.629056 -0.266771 2.323101 -0.31 -0.40 -0.24 -0.596
C -2.409897 0.106131 3.602171 -0.30 -0.43 0.19 0.668
O -1.743035 1.044562 3.977836 0.08 0.15 0.15 -0.604
C -3.101065 -0.811369 4.620223 0.36 0.32 0.57 -0.019
O -3.767829 -1.874790 3.971953 -0.06 -0.21 0.04 -0.509
C -4.143765 -2.892313 4.826326 -0.05 -0.03 0.07 0.195
C -5.064925 -3.823225 4.366492 0.14 0.13 0.06 -0.226
C -5.495285 -4.840996 5.195484 -0.05 0.00 -0.08 -0.222
C -5.017571 -4.926643 6.493618 0.03 -0.02 0.07 -0.212
C -4.088696 -4.013730 6.952801 0.07 0.16 -0.12 -0.259
C -3.633107 -2.997441 6.121417 0.03 -0.02 -0.10 0.288
O -2.691883 -2.127481 6.606367 -0.36 -0.21 0.16 -0.490
C -2.064350 -1.366801 5.604073 0.16 0.32 -0.46 -0.088
H -1.348687 -1.989529 5.047941 -0.05 0.06 0.06 0.180
H -1.534439 -0.552372 6.098652 -0.07 -0.08 -0.13 0.226
H -3.692207 -4.066214 7.953941 0.06 -0.01 0.13 0.227
H -5.362532 -5.712075 7.147738 -0.03 -0.07 0.07 0.217
H -6.210792 -5.560747 4.829929 -0.07 -0.06 -0.03 0.217
H -5.435076 -3.725513 3.358105 -0.05 0.03 -0.12 0.222
H -3.825399 -0.206288 5.188762 0.10 -0.07 -0.15 0.208
H -3.213038 -1.087504 2.205669 0.13 0.16 0.12 0.426
H -3.152046 -1.162135 -0.057774 -0.06 -0.10 -0.01 0.211
H -2.392931 -0.183218 -2.200159 -0.04 -0.03 -0.07 0.238